{"formula": "C41H39N5O3RuS2Si2", "method": "ωB97M-V/def2-TZVPD", "gap_ev": [4.431, 4.787], "energy_ha": -3555.5499, "relative_energy_ev": 1.8848, "multiplicity": 6, "charge": -1, "s2": 8.81, "mol_weight_g_mol": 871.171, "elements": ["Ru", "N", "C", "C", "C", "C", "C", "C", "S", "N", "C", "C", "C", "C", "C", "C", "N", "H", "H", "H", "H", "H", "H", "H", "H", "H", "C", "Si", "C", "C", "C", "C", "C", "C", "C", "Si", "C", "C", "H", "H", "H", "H", "H", "H", "H", "H", "H", "H", "H", "H", "H", "H", "H", "H", "O", "C", "N", "S", "O", "O", "C", "C", "C", "C", "C", "C", "H", "H", "H", "H", "C", "C", "C", "C", "C", "C", "N", "C", "C", "C", "C", "C", "C", "H", "H", "H", "H", "H", "H", "H", "H", "H", "H"], "coordinates": [[0.1892, -0.5608, -0.1028], [-0.3241, 2.8728, 3.7153], [-0.8280, 3.9778, 3.0661], [-1.1367, 5.1367, 3.7764], [-1.6420, 6.2537, 3.1274], [-1.8486, 6.2252, 1.7557], [-1.5384, 5.0734, 1.0416], [-1.0270, 3.9548, 1.6849], [-0.5959, 2.5045, 0.8039], [-0.0879, 1.3197, 1.8969], [-0.0307, 1.5920, 3.2051], [0.3615, 0.6688, 4.2156], [0.2450, 0.9670, 5.6156], [0.6964, 0.0754, 6.5505], [1.2616, -1.1402, 6.1429], [1.2889, -1.3764, 4.7721], [0.8700, -0.5429, 3.8409], [-0.0990, 3.0144, 4.6824], [-0.9791, 5.1516, 4.8499], [-1.8762, 7.1437, 3.6977], [-2.2403, 7.0913, 1.2389], [-1.6850, 5.0559, -0.0301], [-0.2400, 1.8617, 5.9856], [0.5938, 0.3111, 7.6040], [1.6268, -1.8752, 6.8461], [1.6740, -2.3284, 4.4087], [-0.6124, -3.7857, -0.9515], [0.6151, -2.4503, -1.4965], [2.3682, -3.1676, -1.4105], [0.3888, -2.3675, -3.3851], [0.7111, -3.5696, -4.0362], [0.6576, -3.7014, -5.4106], [0.2936, -2.6092, -6.1874], [-0.0301, -1.4183, -5.5653], [-0.0126, -1.2777, -4.1672], [-0.4337, 0.4314, -3.5073], [1.1065, 1.4588, -3.9588], [-1.8805, 1.0236, -4.5599], [-0.1746, -4.4476, -0.2009], [-0.9176, -4.3831, -1.8137], [-1.5092, -3.3425, -0.5139], [2.3187, -4.2593, -1.4530], [2.9120, -2.8954, -0.5104], [2.9541, -2.8231, -2.2650], [1.0192, -4.4269, -3.4479], [0.9120, -4.6455, -5.8773], [0.2626, -2.6875, -7.2674], [-0.2965, -0.5748, -6.1914], [0.0710, 2.7224, -5.0538], [1.7161, 0.8391, -4.6271], [1.7102, 1.6314, -3.0627], [-1.7287, 0.7263, -5.5975], [-2.0352, 2.1022, -4.5371], [-2.8132, 0.5655, -4.2252], [-2.2459, -0.3209, -0.2579], [-1.9904, 0.4445, -1.2001], [-0.7753, 0.3741, -1.8024], [-1.1560, 3.4103, -2.3065], [0.9005, 2.7420, -4.5683], [-1.3691, 4.7393, -2.9510], [-2.7869, 2.7471, -2.0605], [-3.8546, 3.5852, -2.3749], [-5.1600, 3.1483, -2.2302], [-5.4138, 1.8700, -1.7535], [-4.3529, 1.0409, -1.4286], [-3.0346, 1.4524, -1.5924], [-3.6349, 4.5838, -2.7271], [-5.9784, 3.8101, -2.4836], [-6.4311, 1.5251, -1.6229], [-4.5236, 0.0508, -1.0281], [-0.1477, -5.0516, 2.7336], [-0.9122, -3.8955, 2.6188], [-0.3521, -2.7325, 2.1264], [0.9846, -2.6969, 1.7137], [1.7455, -3.8636, 1.8212], [1.1799, -5.0239, 2.3331], [1.4315, -1.5097, 1.1242], [2.7323, -1.0280, 1.1777], [3.7278, -1.4948, 2.0404], [5.0055, -0.9555, 1.9924], [5.3309, 0.0546, 1.0991], [4.3343, 0.5619, 0.2712], [3.0576, 0.0429, 0.3291], [-0.5809, -5.9596, 3.1332], [-1.9480, -3.8936, 2.9344], [-0.9280, -1.8136, 2.0909], [2.7686, -3.8818, 1.4755], [1.7863, -5.9190, 2.4052], [3.4991, -2.2553, 2.7720], [5.7567, -1.3321, 2.6763], [6.3318, 0.4643, 1.0690], [4.5457, 1.3859, -0.3985], [2.2567, 0.4989, -0.2616]], "forces_ev_per_angstrom": [[-0.1720, 0.0145, -0.2107], [-0.0256, 0.0970, 0.1029], [0.0079, -0.0697, 0.0215], [-0.0269, 0.0245, -0.0062], [0.0071, -0.0145, 0.0015], [0.0198, 0.0080, -0.0064], [-0.0018, -0.0183, 0.0787], [-0.0751, 0.0146, -0.0062], [0.2339, 0.0204, -0.2189], [-0.1201, -0.1279, 0.0698], [0.0212, 0.1771, -0.0571], [0.0100, -0.0484, 0.0404], [-0.0084, -0.0128, 0.0496], [0.0156, -0.0112, 0.0123], [-0.0012, 0.0073, 0.0017], [-0.0372, 0.0196, -0.0415], [0.0073, -0.0699, -0.0382], [0.0431, -0.0073, -0.1391], [0.0025, 0.0035, 0.0007], [0.0033, 0.0038, 0.0048], [-0.0050, -0.0006, -0.0092], [-0.0129, -0.0224, -0.0606], [-0.0243, -0.0466, -0.0254], [-0.0011, -0.0012, 0.0043], [0.0051, -0.0057, 0.0014], [-0.0072, -0.0313, -0.0297], [-0.0180, -0.0147, 0.0245], [0.0520, -0.1972, 0.0221], [0.0573, 0.0333, -0.0157], [-0.1778, 0.1118, -0.0373], [-0.0331, 0.0371, 0.0123], [0.0202, -0.0077, -0.0223], [-0.0039, -0.0048, 0.0086], [0.0130, -0.0406, 0.0539], [0.0725, -0.0764, -0.0294], [0.0879, -0.0155, 0.0309], [0.0386, 0.0414, 0.0377], [-0.0438, 0.0570, 0.0455], [-0.0186, 0.0095, -0.0048], [0.0218, -0.0415, -0.0065], [-0.0082, 0.0039, -0.0484], [0.0211, -0.0128, -0.0252], [-0.0056, 0.0114, 0.0232], [0.0014, -0.0002, -0.0094], [-0.0022, -0.0197, 0.0136], [-0.0042, -0.0046, -0.0011], [0.0051, 0.0017, -0.0042], [0.0071, 0.0070, -0.0166], [-0.0028, 0.0267, -0.0014], [0.0226, -0.0160, 0.0093], [-0.0139, -0.0132, 0.0248], [-0.0014, 0.0124, -0.0168], [-0.0225, 0.0129, -0.0455], [0.0054, -0.0379, -0.0065], [0.0637, -0.0414, 0.2671], [0.4596, 0.1670, -0.3970], [-0.3760, 0.1181, 0.2411], [0.0567, -0.0143, 0.1301], [-0.0474, -0.0169, 0.0439], [-0.0051, 0.0011, -0.0114], [-0.0753, 0.0589, -0.0678], [0.0023, 0.0231, 0.0456], [0.0240, -0.0039, -0.0124], [0.0459, 0.0077, 0.0078], [-0.0705, -0.0003, 0.0151], [-0.1260, -0.2415, 0.0732], [-0.0116, -0.0001, -0.0179], [0.0008, 0.0119, 0.0091], [-0.0045, -0.0075, -0.0082], [-0.0040, -0.0049, -0.0093], [-0.0265, 0.0356, -0.0013], [0.0199, -0.0332, 0.0351], [0.0004, 0.0312, 0.1023], [0.0342, 0.0910, 0.0786], [-0.0027, -0.0696, 0.0144], [0.0209, 0.0191, -0.0189], [-0.0241, 0.1202, -0.1543], [-0.0704, -0.0589, 0.0159], [0.0534, 0.0073, 0.0388], [-0.0178, -0.0118, -0.0062], [-0.0358, 0.0141, -0.0219], [0.0261, 0.0233, 0.0935], [-0.1237, -0.0217, 0.0128], [-0.0037, -0.0027, -0.0027], [-0.0065, -0.0029, -0.0021], [0.0012, 0.0126, 0.0040], [0.0148, 0.0217, 0.0152], [0.0006, -0.0012, -0.0002], [-0.0144, -0.0039, -0.0038], [0.0035, -0.0003, 0.0041], [0.0088, -0.0043, 0.0001], [-0.0027, -0.0006, -0.0120], [0.2840, 0.0122, -0.0561]]}



{"formula": "C41H40AuN5O3PS", "method": "ωB97M-V/def2-TZVPD", "gap_ev": [6.350, 5.897], "energy_ha": -2961.1266, "multiplicity": 3, "charge": -1, "s2": 2.05, "mol_weight_g_mol": 910.811, "elements": ["Au", "N", "C", "C", "C", "C", "C", "C", "S", "O", "O", "N", "C", "N", "C", "C", "C", "N", "H", "H", "H", "H", "H", "H", "H", "H", "H", "O", "C", "C", "C", "C", "C", "C", "C", "P", "C", "C", "C", "C", "C", "C", "C", "C", "C", "C", "C", "C", "H", "H", "H", "H", "H", "H", "H", "H", "H", "H", "H", "H", "H", "H", "C", "C", "C", "C", "C", "C", "C", "C", "C", "C", "C", "C", "N", "H", "H", "H", "H", "H", "H", "H", "H", "H", "H", "H", "H", "H", "H", "H", "H", "H"], "coordinates": [[0.1951, 0.1481, -0.2628], [-4.0817, 3.9295, 4.6245], [-2.9511, 3.1648, 4.3154], [-2.0494, 3.6019, 3.3469], [-0.9755, 2.8074, 2.9849], [-0.7877, 1.5686, 3.5841], [-1.6561, 1.1433, 4.5805], [-2.7351, 1.9343, 4.9386], [0.5519, 0.5488, 3.0270], [1.4759, 1.4505, 2.3875], [1.0040, -0.2296, 4.1488], [-0.0476, -0.3785, 1.8388], [-0.8913, -1.4196, 2.0842], [-1.4098, -1.6272, 3.3072], [-2.2468, -2.6450, 3.4374], [-2.6115, -3.4722, 2.3918], [-2.0377, -3.1606, 1.1648], [-1.1935, -2.1644, 0.9968], [-4.0119, 4.8978, 4.3539], [-4.4175, 3.8227, 5.5682], [-2.2024, 4.5609, 2.8629], [-0.2747, 3.1363, 2.2293], [-1.4830, 0.1862, 5.0497], [-3.4255, 1.5947, 5.7032], [-2.6533, -2.7982, 4.4345], [-3.2987, -4.2961, 2.5171], [-2.2698, -3.7414, 0.2758], [0.5146, -0.2096, -3.1017], [0.0249, 0.5175, -2.2544], [-0.7814, 1.7012, -2.7906], [-0.6037, 2.0157, -4.1370], [-1.3104, 3.0420, -4.7359], [-2.2307, 3.7600, -3.9848], [-2.4143, 3.4587, -2.6451], [-1.6823, 2.4457, -2.0177], [-1.8281, 2.1653, -0.2015], [-3.0626, 0.8225, -0.0570], [-3.3846, 0.3900, 1.2321], [-4.2440, -0.6793, 1.4242], [-4.7828, -1.3440, 0.3294], [-4.4598, -0.9286, -0.9533], [-3.6057, 0.1504, -1.1466], [-2.8194, 3.6453, 0.2861], [-4.1643, 3.6354, 0.6441], [-4.7767, 4.7828, 1.1366], [-4.0568, 5.9609, 1.2665], [-2.7136, 5.9860, 0.9054], [-2.1024, 4.8362, 0.4336], [0.1056, 1.4176, -4.6949], [-1.1539, 3.2762, -5.7821], [-2.8074, 4.5575, -4.4380], [-3.1357, 4.0300, -2.0768], [-2.9434, 0.8823, 2.0920], [-4.4713, -1.0073, 2.4312], [-5.4397, -2.1924, 0.4782], [-4.8647, -1.4508, -1.8117], [-3.3479, 0.4574, -2.1528], [-4.7392, 2.7229, 0.5500], [-5.8223, 4.7511, 1.4189], [-4.5353, 6.8548, 1.6478], [-2.1398, 6.8992, 1.0071], [-1.0460, 4.8505, 0.1821], [1.9070, -2.9139, -1.1151], [3.3111, -2.5317, -1.5854], [4.3267, -2.7397, -0.4561], [3.4473, -1.1398, -2.1737], [3.9123, -0.9971, -3.4675], [4.1517, 0.2523, -4.0225], [3.9800, 1.3909, -3.2450], [3.5210, 1.3256, -1.9414], [3.4500, 2.6096, -1.1345], [4.1812, 2.5042, 0.2060], [2.0313, 3.1445, -0.9257], [3.1818, 0.0403, -1.4108], [2.6199, -0.0853, -0.1986], [1.8718, -3.9899, -0.9199], [1.1564, -2.6595, -1.8608], [1.6418, -2.4029, -0.1897], [3.5793, -3.2145, -2.3991], [4.1047, -2.0731, 0.3786], [5.3452, -2.5395, -0.7961], [4.2797, -3.7684, -0.0903], [4.0896, -1.8900, -4.0569], [4.5024, 0.3377, -5.0435], [4.2214, 2.3640, -3.6596], [3.9836, 3.3486, -1.7429], [3.6409, 1.8566, 0.8963], [4.2536, 3.4926, 0.6662], [5.1920, 2.1116, 0.0725], [1.4840, 2.5334, -0.2091], [1.4701, 3.1717, -1.8625], [2.0818, 4.1604, -0.5220]], "forces_ev_per_angstrom": [[-0.2812, 0.1085, -0.0565], [-0.0063, -0.0140, 0.0174], [0.0309, -0.0311, 0.0176], [-0.0263, 0.0063, 0.1572], [-0.0353, 0.0165, 0.0120], [0.0185, -0.0150, 0.0047], [0.0013, -0.0037, 0.0085], [-0.0153, 0.0016, 0.0051], [0.0431, 0.0765, 0.0229], [0.0253, -0.0151, -0.0077], [-0.0011, 0.0001, -0.0183], [0.0686, -0.1257, -0.0338], [-0.1074, 0.1084, -0.0290], [0.0015, -0.0216, 0.0278], [0.0301, -0.0432, -0.0039], [0.0415, -0.0224, 0.0218], [0.0655, -0.0249, 0.0065], [0.0576, -0.0831, -0.0012], [-0.0038, 0.0074, -0.0272], [0.0073, -0.0054, 0.0103], [0.0088, -0.1423, 0.1868], [0.0022, -0.0062, 0.0176], [-0.0004, -0.0042, 0.0026], [-0.0031, -0.0028, 0.0028], [-0.0045, 0.0012, 0.0062], [-0.0104, -0.0020, 0.0000], [-0.0065, 0.0073, 0.0008], [0.0453, -0.0602, 0.0140], [0.0769, -0.1170, 0.0344], [-0.0059, 0.0010, -0.0071], [-0.0081, -0.0007, 0.0035], [-0.0028, 0.0033, 0.0013], [0.0003, 0.0022, -0.0017], [-0.0017, 0.0113, 0.0031], [-0.0256, -0.0044, 0.0012], [0.0520, 0.0745, -0.0261], [0.0077, -0.0085, -0.0130], [-0.0392, 0.0088, -0.0079], [-0.0595, 0.0981, -0.0068], [-0.0140, 0.0444, -0.0025], [0.0000, -0.0177, 0.0140], [0.0057, 0.0177, 0.0003], [-0.0532, -0.0046, -0.0645], [0.0350, 0.0210, 0.0062], [0.0003, -0.0091, 0.0139], [0.0119, 0.0034, -0.0054], [-0.0054, 0.0358, -0.1392], [-0.0542, 0.0506, -0.2035], [-0.0007, -0.0046, 0.0007], [-0.0005, 0.0004, -0.0006], [0.0000, 0.0006, 0.0004], [-0.0012, -0.0007, -0.0023], [0.0034, 0.0329, 0.0237], [-0.0044, 0.0106, -0.0282], [-0.0020, -0.0065, 0.0031], [-0.0018, 0.0004, -0.0027], [-0.0017, 0.0032, -0.0007], [0.0007, -0.0139, 0.0039], [0.0131, -0.0007, 0.0104], [-0.0059, 0.0067, -0.0003], [0.0051, 0.0059, 0.0025], [0.0049, 0.0014, 0.0029], [0.0251, 0.0507, 0.0208], [0.0314, 0.0279, 0.0088], [0.0022, 0.0015, 0.0013], [-0.0050, -0.0220, -0.0229], [-0.0068, -0.0238, 0.0050], [0.0088, 0.0070, -0.0056], [0.0026, -0.0091, 0.0213], [-0.0146, -0.0023, -0.0336], [0.0072, -0.0164, 0.0137], [0.0038, -0.0019, -0.0030], [-0.0013, 0.0230, -0.0133], [-0.0651, -0.0236, 0.1210], [0.3109, 0.0470, -0.0841], [-0.0183, 0.0163, -0.0228], [-0.0671, 0.0197, -0.0482], [-0.0147, 0.0407, 0.0059], [-0.0010, 0.0047, 0.0001], [0.0000, -0.0001, 0.0011], [-0.0065, 0.0002, 0.0014], [0.0014, -0.0014, -0.0014], [0.0016, 0.0001, -0.0033], [-0.0062, 0.0011, -0.0003], [-0.0013, -0.0020, -0.0042], [0.0034, -0.0074, 0.0055], [-0.0201, -0.0332, 0.0112], [0.0031, 0.0039, 0.0005], [-0.0078, 0.0009, 0.0089], [-0.0485, -0.0684, 0.0300], [0.0020, 0.0092, 0.0208], [0.0060, 0.0011, -0.0126]]}